No. 1
DFT (ωB97M-V/def2-TZVPD) results for a 8-piece molecular cluster, C50H45BrF8NO4P overall.

Values from the calculation:
Kohn-Sham gap   8.71 eV
SMILES   C[C@H](Br)CO[P@@](=O)(OF)Oc1ccncc1.Fc1ccccc1.Fc1ccccc1.Fc1ccccc1.Fc1ccccc1.Fc1ccccc1.Fc1ccccc1.Fc1ccccc1
F_max   2.22 eV/A
Highest occupied orbital energy   -9.11 eV

Geometry as XYZ:
```
110
Properties=species:S:1:pos:R:3:forces:R:3
H 2.7140 -0.6478 1.9577 -0.12 0.04 0.12
C 0.5989 2.0960 2.6072 1.21 0.35 1.26
C 1.8334 1.1739 2.7399 -0.40 0.05 -0.20
H 0.9405 -7.1083 3.0865 -0.03 0.01 0.02
C -2.6616 -1.2682 -5.4507 0.02 -0.04 -0.08
H -1.1392 -0.5920 -4.0963 -0.02 0.02 0.03
C -3.0243 -5.9523 -0.5870 0.10 0.19 0.02
O -2.6544 1.5886 0.8046 0.61 -1.48 0.27
H -3.6852 -4.6328 -2.1465 0.01 0.01 0.01
C -1.5273 -4.9992 1.0103 -0.28 -0.01 -0.34
H 4.0919 -5.5943 5.5542 -0.02 0.02 0.02
H -3.6220 1.8254 3.1855 0.01 -0.09 -0.01
H 1.6355 0.2011 0.8517 -0.04 -0.09 0.09
H 0.8127 2.9075 1.9113 -0.40 -0.39 -0.40
H 5.4364 4.0345 -4.3768 0.01 0.02 0.00
H 5.3300 5.2293 2.1407 -0.03 -0.02 0.00
C -1.5802 -3.7842 0.3600 0.31 0.39 0.20
C -3.4722 0.6195 1.4224 -0.06 0.47 0.33
C 4.9994 4.8496 1.1826 0.08 0.09 0.25
C 0.0086 -1.6351 7.2571 -0.07 0.05 -0.34
P -1.0683 1.3242 0.8407 -0.68 1.48 -1.50
C -3.1379 4.2049 -7.8759 -0.01 -0.15 0.07
H -2.7574 0.3677 -7.7474 0.01 0.01 -0.04
H 0.9513 -0.7230 2.2283 0.13 -0.05 -0.15
C 2.6132 -6.3598 4.1997 0.04 0.00 -0.05
H 3.7382 3.5088 -2.2135 -0.04 0.00 0.02
C -2.5348 3.5297 -8.9279 0.07 0.14 -0.18
C -3.8867 -0.5521 0.8229 0.59 0.68 -0.49
F -0.4657 -0.0889 -1.0807 -0.04 -0.23 -0.02
F -1.8305 1.4961 -9.8794 0.02 -0.02 -0.03
C -3.9994 -1.6130 -5.6000 0.14 0.05 0.12
F -5.1943 -1.0725 -2.2312 -0.02 -0.02 0.03
C -3.5980 3.5035 -6.7692 -0.04 0.04 0.05
C 5.9971 6.0907 -4.5228 -0.19 0.01 -0.25
F -0.7692 -5.1195 2.1140 0.05 -0.04 0.09
H -3.8145 1.5737 -5.8514 0.02 -0.04 -0.03
H -4.3737 -1.9291 -6.5649 -0.02 -0.01 0.02
H 6.8872 5.1108 0.2048 -0.02 0.02 0.01
N -5.1679 -1.1366 2.7754 0.15 0.06 -0.21
H -3.5873 -0.8109 -0.1822 -0.06 -0.05 0.07
C 2.1955 -5.8583 6.5138 0.09 0.07 0.23
C -4.3651 -1.1377 -3.2917 0.18 -0.01 -0.28
H -0.6048 -7.0463 5.0307 0.00 0.02 0.02
F 2.8536 4.4734 2.0813 -0.06 -0.01 0.11
C -2.2377 -6.0909 0.5504 -0.03 -0.19 0.08
H 3.8220 6.2448 -7.6786 0.01 0.00 0.01
C -2.1815 -0.8573 -4.2150 -0.10 -0.05 -0.09
C -0.4564 -3.3069 8.9223 -0.07 -0.09 -0.03
C -4.7216 -1.3665 1.5502 -0.48 -1.16 -0.55
C -3.0403 -0.7861 -3.1285 0.07 0.09 0.25
O -0.3990 2.2309 -0.0725 0.43 0.39 0.11
H -0.0699 -1.2540 6.2469 0.05 0.02 0.01
F 6.7614 6.0365 -3.4138 0.07 0.04 -0.04
C 0.6879 -0.9065 8.2104 -0.11 -0.26 0.16
C -4.7412 -0.0022 3.3026 -0.51 0.36 1.30
H -1.0170 -2.9411 0.7406 0.03 -0.05 0.05
H 5.0338 8.2586 -6.9117 0.01 0.01 0.03
C -3.0783 -4.7352 -1.2558 -0.07 -0.04 -0.07
O -0.6593 1.4209 2.3601 0.04 -0.73 -0.80
C -3.4598 2.1229 -6.7147 0.00 0.14 -0.06
C 3.2282 3.9329 -0.1768 -0.32 -0.11 0.01
C 3.6972 4.4196 1.0274 0.22 -0.03 -0.38
C -2.3490 -3.6526 -0.7821 -0.16 -0.19 -0.04
H -5.0621 -2.2807 1.0644 0.01 0.06 0.19
C 0.2277 -2.5579 9.8694 -0.03 0.01 -0.17
H -3.5929 -6.7968 -0.9532 0.02 -0.01 0.02
C 4.5434 5.0136 -6.0782 0.05 0.15 -0.01
C -2.8664 1.4431 -7.7680 0.02 -0.23 -0.01
H 0.4904 2.5662 3.5846 -0.38 0.02 -0.19
C 0.8895 -6.2747 6.3440 0.30 0.07 -0.20
H -2.6863 -0.4587 -2.1599 0.01 0.05 -0.05
C 0.8109 -1.3499 9.5121 0.12 0.13 0.17
C 3.0638 -5.9092 5.4334 -0.13 -0.04 -0.08
C 5.3333 4.9535 -4.9392 0.02 -0.19 0.14
C 1.2944 -6.7651 4.0492 0.15 0.01 0.01
C 5.8976 7.2819 -5.2128 0.12 0.20 0.07
H -1.9928 -1.3202 -6.2998 0.02 -0.02 0.03
C -4.8594 -1.5533 -4.5121 -0.25 -0.06 -0.04
Br 2.0617 0.7829 4.6680 0.11 -0.21 -0.42
O -0.8812 -0.2401 0.2574 -0.20 0.05 0.99
C 1.7779 -0.0906 1.8989 0.00 0.16 0.19
H -2.3782 -2.7037 -1.3008 0.01 -0.02 -0.02
F 0.0483 -6.2280 7.3941 -0.10 -0.03 0.08
H -2.1626 4.0594 -9.7950 -0.01 -0.04 -0.01
C 5.8612 4.7848 0.0971 -0.13 -0.06 -0.08
C -2.4108 2.1565 -8.8584 -0.14 0.17 0.24
H 1.3549 -0.7540 10.2334 -0.01 0.02 -0.03
H 6.0804 4.2577 -1.9684 0.02 0.02 0.04
H 2.7087 1.7538 2.4447 -0.08 0.06 0.28
H -0.9073 -4.2505 9.1995 0.02 0.00 -0.02
C 5.1142 7.3334 -6.3567 -0.03 -0.15 0.03
H 0.3078 -2.9136 10.8883 0.02 0.02 0.00
H -3.2488 5.2803 -7.9208 0.02 -0.01 -0.02
H -5.9028 -1.8248 -4.6051 0.00 0.02 0.03
H 3.2883 -6.3920 3.3543 -0.01 0.00 0.01
H -1.0916 -3.4325 6.8743 0.01 0.01 0.00
H 2.5231 -5.5004 7.4812 -0.04 -0.01 0.00
H -5.1023 0.2451 4.3008 0.01 -0.20 -0.10
C 4.4357 6.2017 -6.7882 -0.05 0.00 -0.07
H -4.0646 4.0323 -5.9483 0.01 0.00 -0.01
C 0.4255 -6.7297 5.1287 -0.29 -0.07 -0.06
C -0.5628 -2.8468 7.6148 0.06 0.00 0.22
H 4.0120 4.1323 -6.4120 0.02 -0.01 0.02
H -2.1763 -7.0336 1.0786 0.00 0.02 0.02
H 2.1994 3.6007 -0.2615 0.00 0.03 0.00
C 5.4087 4.3031 -1.1239 -0.01 -0.08 -0.04
C 4.0929 3.8804 -1.2609 0.16 0.05 0.12
C -3.9080 0.9034 2.6953 0.22 0.43 -0.12
F 1.2432 0.2709 7.8630 0.05 0.07 0.00
H 6.4274 8.1551 -4.8556 0.02 -0.03 0.02
```
Positions in Å, forces in eV/Å.

These are the Mulliken partial charges, in e, on atoms 1 to 99: 0.515 -0.878 0.462 0.370 -0.807 0.462 -0.505 -0.415 0.469 0.347 0.381 0.448 0.263 0.392 0.451 0.421 -0.794 0.339 -0.481 -0.286 0.962 -0.311 0.344 0.329 -0.638 0.373 -0.471 0.020 -0.213 -0.311 -0.441 -0.295 -0.664 0.392 -0.197 0.296 0.414 0.380 -0.636 0.392 -0.330 0.529 0.405 -0.339 -0.415 0.371 -0.486 -0.569 -0.629 0.128 -0.742 0.389 -0.300 0.444 -0.452 0.637 0.358 -0.537 -0.126 -0.028 -0.165 0.263 -0.266 0.435 -0.387 0.373 -0.464 -0.333 0.467 0.399 0.188 -0.455 -0.329 -0.256 -0.262 -0.462 0.534 -0.604 -0.193 0.278 -1.412 0.407 -0.322 0.419 -0.603 0.308 0.416 0.420 0.181 0.391 -0.333 0.373 0.363 0.469 0.390 0.430 0.438 0.362 -0.510

***

No. 2
DFT (ωB97M-V/def2-TZVPD) results for C50H45N5O3PPtSeSi as an isolated structure.

Values from the calculation:
Energy above the lowest of the compared OMol25 structures with the same formula, charge and spin   2.1983 eV
Net charge   +1
Kohn-Sham gap (alpha / beta)   5.49 / 5.77 eV
F_max   3.97 eV/A
Highest occupied orbital energy (alpha / beta)   -8.84 / -9.22 eV

Geometry as XYZ:
```
107
Properties=species:S:1:pos:R:3:forces:R:3
H 1.3760 0.9685 -1.1641 0.05 -0.09 -0.01
H 3.8844 -1.8289 -3.1708 0.04 -0.14 0.18
H -2.1567 -5.1870 3.8842 -0.07 -0.07 0.06
C 3.1330 2.2053 -3.3196 0.27 -0.61 0.22
C -0.8781 3.4964 4.0890 0.17 -1.19 -0.99
C 0.0591 -1.0077 -1.9299 -0.39 0.46 0.22
C 3.6931 -0.8967 -3.6941 0.08 0.61 0.40
C 0.3893 -2.9151 -3.4896 -0.12 -0.17 -0.13
C 3.5762 0.8895 5.3310 -0.03 0.04 0.03
C -3.1338 0.3653 -4.7345 0.04 -0.14 0.58
C 2.6569 -0.0993 5.6392 0.04 0.10 0.16
C -1.3311 -3.5329 -5.0441 -0.16 0.33 0.19
C -0.7864 3.1957 1.6309 -0.06 1.47 -2.55
C -0.7850 2.8271 -0.6702 -0.07 0.10 -0.43
H 0.2422 -5.2475 4.4704 0.02 -0.08 0.07
H -1.1091 1.0348 6.4030 -0.02 -0.05 0.05
C -1.0145 1.5197 5.4445 0.14 0.65 -0.18
C 2.9989 -3.9589 -0.4393 0.03 -0.11 -0.11
H -6.6075 2.0676 -1.8825 -0.08 0.05 0.10
C 0.2177 -2.4344 2.5939 -0.82 -0.04 -0.39
H -3.1851 -2.4770 -4.8714 -0.07 0.01 0.01
H -0.9456 6.1437 -0.0682 -0.02 0.16 0.04
C -5.1365 -0.3280 -1.5871 0.01 0.13 0.08
C -1.1407 -2.4315 2.1852 0.37 -2.08 2.23
H 5.1939 -0.1579 -0.7119 -0.05 -0.21 0.06
H 1.3961 -3.0088 -3.1121 0.08 -0.03 -0.01
H 4.4627 2.0596 3.7682 0.05 0.07 -0.01
N -0.8795 6.7837 2.5050 0.05 -0.32 -0.63
H -2.6265 -0.8741 -1.7803 0.12 0.07 -0.47
H 3.9267 2.5060 -3.9961 0.16 0.07 -0.15
H -1.6720 -4.1372 -5.8691 -0.03 -0.09 -0.12
H 4.2660 -1.3407 2.0961 0.07 -0.03 0.03
C -0.8833 4.1812 -0.9482 -0.06 0.41 0.63
C -6.7622 1.7852 -2.9216 -0.02 -0.06 0.01
H -3.0336 -3.4244 2.3980 -0.12 -0.03 -0.03
N -0.8608 5.8096 4.8603 0.00 -0.60 0.20
C -1.9940 -3.4408 2.6874 0.34 0.72 -0.57
C -3.5184 -0.1324 -3.4793 -0.85 0.99 -0.74
H 3.0121 3.0012 -2.5885 0.00 0.07 0.18
H 4.9491 1.5799 -0.6653 -0.08 0.20 0.11
H 2.4296 -0.1756 -0.3224 -0.08 0.08 -0.22
H 4.1404 1.3720 6.1152 0.03 0.01 0.07
C 2.5541 -2.1615 1.0933 0.00 -0.04 0.08
H -5.6899 2.4903 -5.2692 -0.08 0.09 -0.03
C -0.1420 -4.4518 3.8512 -0.32 0.13 -0.18
H 2.6445 -4.7107 -1.1294 -0.04 -0.03 -0.08
C -0.9562 2.9036 5.3402 -0.06 -0.60 0.25
C 2.1555 -0.3740 3.3081 -0.12 -0.10 -0.05
C -1.4975 -4.4176 3.5135 0.33 -0.40 0.29
H 5.0561 -4.5549 -0.5991 0.01 -0.05 -0.07
C 4.8046 -2.9267 0.7615 0.16 -0.08 -0.12
C -0.8979 5.0821 0.1101 0.04 -0.37 -0.60
C -0.8545 4.6069 1.4129 -0.01 -1.53 -0.19
C 0.7082 -3.4674 3.3772 -0.10 -0.15 0.06
N -0.8156 1.3008 3.0824 -0.85 0.87 -0.80
C -0.0479 -3.7025 -4.5344 0.29 -0.03 0.15
C -0.8711 5.4633 2.5614 -0.04 1.32 0.83
O 1.3857 -0.9730 -1.9059 -0.54 -0.43 -0.10
P 1.2883 -1.1448 1.9150 -0.66 0.66 -0.43
C 4.3525 -3.8745 -0.1426 0.04 0.03 0.07
H -7.5509 1.0344 -2.9531 -0.11 -0.04 0.07
C -0.9458 0.7660 4.2793 0.09 -0.05 0.31
H -2.1952 0.0474 -5.1633 0.07 -0.04 -0.08
H 2.2149 2.1456 -3.8985 -0.15 -0.10 -0.08
H -3.6090 1.7067 -6.3222 0.00 -0.01 -0.09
C 2.0610 0.1284 -1.3064 0.90 0.58 -0.13
O -2.6376 -1.4005 0.6032 0.98 -0.35 1.50
C 3.0459 0.6568 3.0039 -0.13 -0.10 -0.03
H -6.1921 -0.1743 -1.3918 -0.08 0.01 0.08
C -0.8668 4.9158 3.8873 0.03 1.44 0.34
N -2.6859 -0.9840 -2.7897 0.14 -0.64 0.88
C -0.4621 -1.9738 -2.9007 -0.36 0.02 -0.18
C -0.8145 2.6546 2.9347 0.05 -0.78 2.75
C -1.6781 -1.4140 1.3467 0.70 2.75 -2.77
H 0.6053 -4.4434 -4.9656 0.12 -0.07 -0.04
C 1.9384 -0.7249 4.6354 0.13 -0.03 -0.17
C 2.1023 -3.1010 0.1651 0.05 0.14 0.19
H 5.8572 -2.8656 0.9970 0.08 0.01 0.01
C -5.4978 1.2586 -3.5297 0.27 0.11 -0.35
C 3.9132 -2.0681 1.3791 -0.25 0.04 0.05
H -0.9325 4.5236 -1.9675 -0.01 0.01 -0.14
H 2.7809 -1.0265 -4.2674 -0.21 0.06 -0.06
H -4.5681 0.0958 -0.7579 -0.02 -0.04 0.20
H -0.9867 3.5337 6.2151 -0.04 0.07 0.09
H 2.4999 -0.3893 6.6671 -0.01 -0.01 0.11
C -2.1835 -2.6026 -4.4877 0.12 -0.19 -0.08
C -4.7243 0.2956 -2.8827 0.46 -0.31 -0.40
H 1.7648 -3.5015 3.6057 0.06 -0.02 0.05
H 1.2193 -1.4900 4.8845 -0.01 -0.08 0.06
Se -0.8623 7.4352 4.1506 -0.05 -0.80 -0.27
N -0.7207 2.3465 0.5606 0.66 0.82 0.97
Pt -0.4231 0.2685 1.0688 -0.96 -1.94 0.75
H -0.7617 2.1009 -1.4754 0.06 -0.05 0.12
C -5.0870 1.7477 -4.7683 0.12 -0.06 -0.01
H 3.1738 0.9633 1.9711 0.05 0.03 0.00
Si 3.5499 0.5518 -2.4730 -0.20 0.07 0.18
C -3.9175 1.2998 -5.3700 -0.35 0.15 0.05
H -7.1103 2.6560 -3.4702 -0.05 0.06 0.00
H 1.0436 -3.1672 -0.0545 -0.05 -0.08 -0.06
O -0.6519 -0.2374 -1.2724 0.45 -0.39 -0.45
H -1.0066 -0.3124 4.3236 0.02 -0.12 -0.06
H 5.9680 0.8742 -1.8981 0.22 0.05 -0.14
H 4.5036 -0.7389 -4.3974 0.21 0.06 -0.13
C 3.7604 1.2759 4.0112 0.06 0.08 -0.01
C -1.7852 -1.8377 -3.3858 0.26 -0.07 0.27
H -4.9429 -1.3988 -1.6006 0.03 -0.09 0.04
C 5.0578 0.7265 -1.3280 -0.47 -0.06 -0.53
```
Positions in Å, forces in eV/Å.

These are the Mulliken partial charges, in e, on atoms 1 to 99: -0.249 0.282 0.437 -1.182 0.262 0.459 -1.041 -0.448 -0.753 -0.274 -0.706 -0.742 -0.069 0.067 0.484 0.502 -1.107 -0.685 0.353 0.389 0.571 0.555 -1.641 0.435 0.230 0.548 0.501 -0.868 -0.288 0.384 0.418 0.413 -1.399 -1.664 0.554 -0.870 -0.780 0.248 0.330 0.331 -0.962 0.418 0.661 0.375 -0.823 0.500 -0.508 0.751 -0.764 0.416 -0.497 -0.393 0.297 -0.018 0.141 -1.113 0.779 0.022 0.496 -0.797 0.346 -0.222 0.495 0.371 0.417 1.335 -0.544 -0.585 0.490 0.898 0.428 0.181 -0.397 -1.071 0.443 -0.561 -0.364 0.479 0.978 -0.803 0.542 0.295 0.217 0.570 0.467 -0.327 0.693 0.553 0.396 0.313 -0.269 3.259 0.525 -0.846 0.428 0.064 -1.152 0.402 0.417

***

Number 2 is which compound?
C50H45N5O3PPtSeSi

***

The highest F_max belongs to which entry?
C50H45N5O3PPtSeSi

***

The highest F_max belongs to which entry?
C50H45N5O3PPtSeSi